# 1
109
Properties=species:S:1:pos:R:3:lowdin_spin:R:1 method="wB97M-V/def2-TZVPD" relative_energy_kcal_mol=0.0 s2=0.7559 e_homo_ha="-0.25914 / -0.25926" total_charge=0 spin_multiplicity=2 homo_lumo_gap_ha="0.2608 / 0.2592"
Ti -0.39 -1.76 -0.21 0.946
F 1.15 -0.89 -5.53 0.000
C 0.10 -1.73 -5.53 0.000
F -0.44 -1.66 -6.76 0.000
F 0.58 -2.98 -5.39 0.000
C -0.90 -1.38 -4.47 -0.001
C -2.20 -1.05 -4.82 0.003
C -3.13 -0.74 -3.84 0.000
C -2.72 -0.77 -2.52 0.003
N -1.46 -1.02 -2.18 0.001
C -0.55 -1.34 -3.11 0.006
S 0.99 -1.77 -2.45 -0.003
H -2.49 -1.07 -5.86 0.000
H -4.16 -0.52 -4.09 0.000
H -3.42 -0.60 -1.70 0.000
N -1.60 -1.83 5.16 -0.001
C -0.64 -1.63 4.22 0.001
C -0.91 -1.91 2.86 0.011
N -0.02 -1.66 1.92 0.002
C 1.18 -1.20 2.31 0.005
C 1.43 -0.93 3.63 -0.002
N 0.52 -1.12 4.59 0.006
H -2.33 -2.50 4.95 0.000
H -1.27 -1.86 6.12 0.000
H -1.86 -2.35 2.55 0.000
H 1.93 -1.07 1.54 0.000
H 2.40 -0.55 3.93 0.000
C -2.21 -4.50 -1.33 0.003
C -2.95 -3.54 -0.45 0.004
C -4.27 -3.58 -0.06 0.004
C -4.53 -2.38 0.65 0.005
C -3.35 -1.67 0.67 0.002
C -3.13 -0.26 1.14 0.001
N -2.37 -2.39 0.02 -0.001
H -2.92 -5.06 -1.94 0.000
H -1.61 -5.23 -0.78 0.000
H -1.54 -3.97 -2.01 0.001
H -4.98 -4.36 -0.30 0.000
H -5.47 -2.05 1.05 0.000
H -3.98 0.37 0.85 0.000
H -2.24 0.18 0.69 0.000
H -3.02 -0.17 2.22 0.000
F 0.39 -6.07 5.11 -0.001
C 0.51 -5.50 3.89 -0.003
C 1.72 -4.98 3.50 0.001
C 1.82 -4.39 2.24 -0.003
C 0.73 -4.30 1.37 0.001
C 0.84 -3.58 0.08 -0.014
C -0.47 -4.86 1.82 -0.002
C -0.59 -5.46 3.06 0.001
H 2.57 -5.04 4.17 0.000
H 2.78 -3.99 1.93 0.000
H 0.50 -4.19 -0.76 0.002
H 1.88 -3.34 -0.14 0.000
H -1.36 -4.79 1.19 0.000
H -1.53 -5.89 3.39 0.000
O 0.17 0.27 -0.07 0.015
P 0.75 1.66 -0.25 0.003
C 0.92 2.41 1.42 0.000
C -0.17 1.94 2.40 0.000
C -1.40 2.84 2.43 0.000
C -1.00 4.24 2.86 0.000
C -0.01 4.83 1.87 0.000
C 1.20 3.92 1.59 0.000
C -0.33 2.55 -1.41 0.001
C -0.12 4.06 -1.62 0.000
C -0.91 4.52 -2.86 0.000
C -0.32 3.92 -4.14 0.000
C 0.41 2.60 -3.86 0.000
C -0.32 1.80 -2.78 0.001
C 2.40 1.51 -1.05 0.000
C 3.31 2.75 -1.04 0.000
C 4.22 2.86 0.19 0.000
C 5.01 1.58 0.42 0.000
C 4.06 0.40 0.58 0.000
C 3.18 0.24 -0.65 0.000
H 1.83 1.89 1.73 0.000
H 0.27 1.95 3.40 0.000
H -0.44 0.91 2.19 0.000
H -2.14 2.41 3.11 0.000
H -1.87 2.87 1.44 0.000
H -0.55 4.18 3.86 0.000
H -1.87 4.89 2.94 0.000
H 0.37 5.79 2.23 0.000
H -0.55 5.05 0.95 0.000
H 1.87 4.00 2.46 0.000
H 1.77 4.33 0.75 0.000
H -1.32 2.41 -0.95 0.000
H 0.93 4.31 -1.76 0.000
H -0.47 4.61 -0.75 0.000
H -0.91 5.61 -2.91 0.000
H -1.95 4.21 -2.73 0.000
H 0.37 4.62 -4.61 0.000
H -1.12 3.74 -4.87 0.000
H 1.43 2.81 -3.53 0.000
H 0.50 2.00 -4.76 0.000
H 0.11 0.81 -2.67 0.000
H -1.36 1.64 -3.10 0.000
H 2.09 1.34 -2.08 0.000
H 2.74 3.67 -1.17 0.000
H 3.95 2.67 -1.92 0.000
H 3.63 3.07 1.09 0.000
H 4.89 3.71 0.06 0.000
H 5.65 1.68 1.30 0.000
H 5.67 1.39 -0.43 0.000
H 3.45 0.55 1.48 0.000
H 4.62 -0.53 0.75 0.000
H 2.49 -0.60 -0.57 0.000
H 3.83 0.00 -1.50 0.000

# 2
8
Properties=species:S:1:pos:R:3:mulliken_charge:R:1 method="wB97M-V/def2-TZVPD" relative_energy_kcal_mol=74.1 e_homo_ha=-0.35931 total_charge=0 spin_multiplicity=1 homo_lumo_gap_ha=0.3574
C 0.67 0.01 -0.07 0.582
C -1.22 0.62 0.14 0.188
O -1.41 -0.63 -0.31 -0.165
O 1.98 -0.13 -0.11 -0.461
N -0.08 -1.11 0.09 -0.426
N -0.02 1.16 -0.10 -0.453
H 2.16 -1.09 -0.16 0.360
H -2.08 1.15 0.51 0.375

# 3
17
Properties=species:S:1:pos:R:3:mulliken_charge:R:1 method="wB97M-V/def2-TZVPD" relative_energy_kcal_mol=36.7 e_homo_ha=-0.54131 total_charge=+1 spin_multiplicity=1 homo_lumo_gap_ha=0.4146
O -1.90 -0.42 1.04 -0.432
C -1.46 -1.42 0.25 0.436
C -0.31 -1.06 -0.62 -0.425
N 0.07 0.35 -0.60 -0.131
C 1.38 0.57 -1.28 -0.979
O -1.93 -2.53 0.38 -0.521
H -2.55 -0.90 1.57 0.356
H -0.44 -1.48 -1.63 0.424
H 0.44 -1.77 -0.29 0.315
H -0.51 1.06 -1.02 0.387
H 0.31 0.74 0.40 0.418
H 1.69 1.63 -1.35 0.348
H 1.53 0.17 -2.29 0.371
H 2.16 0.11 -0.71 0.405
H 0.54 2.29 1.69 0.340
H 0.65 1.33 2.69 0.313
O 0.31 1.34 1.78 -0.625

# 4
18
Properties=species:S:1:pos:R:3:lowdin_spin:R:1 method="wB97M-V/def2-TZVPD" s2=2.0141 e_homo_ha="-0.38332 / -0.51514" total_charge=+1 spin_multiplicity=3 homo_lumo_gap_ha="0.2526 / 0.2605"
C 1.14 0.98 -0.39 0.281
C 0.81 -0.35 1.94 0.367
C 0.12 -0.96 0.68 0.065
C -0.14 0.13 -0.36 0.052
C -1.33 1.03 -0.04 0.023
N 1.91 1.12 0.59 0.430
N 1.54 0.68 1.79 0.536
N -0.41 -0.56 -1.74 0.025
Cl 0.46 -0.91 3.45 0.108
Cl 1.26 -2.26 0.10 0.076
H 1.40 1.45 -1.27 0.016
H -0.62 -1.58 1.05 0.007
H -2.22 0.34 0.19 0.005
H -1.38 1.67 -0.98 0.001
H -1.12 1.45 0.91 0.003
H 0.32 -0.26 -2.31 0.003
H -1.35 -0.31 -2.09 0.002
H -0.39 -1.67 -1.53 0.001

# 5
62
Properties=species:S:1:pos:R:3:lowdin_spin:R:1 method="wB97M-V/def2-TZVPD" relative_energy_kcal_mol=7.3 s2=0.7620 e_homo_ha="-0.23173 / -0.23173" total_charge=-1 spin_multiplicity=2 homo_lumo_gap_ha="0.2941 / 0.2904"
Rb 2.18 -0.82 -0.41 0.018
C 5.23 0.93 2.57 0.000
C 3.91 0.20 2.55 0.000
O 3.74 -0.78 1.85 0.000
N 2.93 0.72 3.33 0.000
C 1.55 0.29 3.23 0.000
C 0.65 1.38 2.71 0.000
C -0.50 1.76 3.41 0.000
C -1.32 2.74 2.87 0.000
C -0.96 3.32 1.67 0.000
C 0.21 2.89 1.06 0.000
N 1.00 1.94 1.55 0.000
H 6.01 0.27 2.21 0.000
H 5.49 1.32 3.56 0.000
H 5.16 1.78 1.88 0.000
H 3.13 1.58 3.80 0.000
H 1.19 -0.08 4.19 0.000
H 1.49 -0.55 2.52 0.000
H -0.75 1.27 4.34 0.000
H -2.22 3.04 3.39 0.000
H -1.56 4.08 1.20 0.000
H 0.52 3.33 0.12 0.000
Br -0.16 1.34 -2.09 0.030
C -0.94 0.27 -3.43 0.017
C -1.59 0.85 -4.48 -0.009
C -2.20 0.04 -5.46 0.005
C -2.15 -1.32 -5.37 0.001
C -1.49 -1.95 -4.29 0.026
C -1.44 -3.36 -4.13 -0.026
C -0.83 -3.94 -3.06 0.036
C -0.22 -3.15 -2.04 0.084
C -0.26 -1.82 -2.24 0.682
C -0.87 -1.14 -3.30 0.100
H -1.64 1.93 -4.56 0.000
H -2.72 0.51 -6.29 0.000
H -2.63 -1.94 -6.12 0.001
H -1.91 -3.97 -4.89 -0.001
H -0.83 -5.02 -2.96 0.006
H 0.21 -3.58 -1.15 0.013
O -0.58 -2.93 3.00 0.001
C -0.62 -2.12 2.06 0.000
O 0.21 -1.94 1.14 0.007
C -1.81 -1.14 2.05 0.000
C -2.61 -1.00 3.19 0.000
C -3.62 -0.05 3.24 0.000
C -3.82 0.74 2.12 0.000
C -3.08 0.60 0.96 0.000
C -2.07 -0.34 0.94 0.002
N -4.84 1.80 2.18 0.000
O -4.94 2.56 1.24 0.000
O -5.52 1.89 3.20 0.000
H -2.39 -1.65 4.03 0.000
H -4.23 0.08 4.12 0.000
H -3.27 1.24 0.11 0.000
H -1.44 -0.46 0.06 0.004
F 3.62 0.77 -1.91 0.000
P 4.19 -0.23 -3.08 0.000
F 2.65 -0.54 -3.49 0.002
F 4.11 -1.45 -1.98 0.000
F 4.72 -1.25 -4.19 0.000
F 4.24 1.00 -4.12 0.000
F 5.70 0.09 -2.60 0.000

# 6
42
Properties=species:S:1:pos:R:3:mulliken_charge:R:1 method="wB97M-V/def2-TZVPD" relative_energy_kcal_mol=0.0 e_homo_ha=-0.13498 total_charge=-1 spin_multiplicity=1 homo_lumo_gap_ha=0.2158
Cl -0.59 -2.39 4.43 -0.139
C -0.38 2.16 2.26 0.072
Cl -1.75 1.67 1.36 -0.206
C -0.64 2.61 3.64 0.091
O -1.77 2.60 4.14 -0.794
C 0.55 2.94 4.43 0.253
Cl 0.29 3.57 5.99 -0.210
C 1.83 2.70 3.96 0.120
Cl 3.20 3.08 4.92 -0.227
C 2.02 2.11 2.69 0.236
Cl 3.59 1.76 2.12 -0.234
C 0.90 1.82 1.85 0.104
Cl 1.15 1.03 0.35 -0.227
C 0.09 -3.23 9.16 -1.142
C -0.04 -2.27 8.07 0.637
C 0.71 -1.16 7.70 -0.855
C 0.31 -0.83 6.37 -0.021
C -0.61 -1.79 5.96 0.079
B 3.03 -3.01 4.11 0.596
O 2.61 -3.98 3.21 -0.476
C 3.82 -4.08 2.38 -0.575
C 4.94 -3.14 3.00 1.126
C 6.23 -3.30 2.23 -2.091
C 5.09 -3.55 4.52 -0.584
O 3.80 -3.39 5.20 -0.456
C 4.35 -1.67 2.99 -0.555
O 3.05 -1.67 3.68 -0.181
O -0.88 -2.64 7.01 -0.385
H 0.29 -2.70 10.09 0.329
H -0.81 -3.86 9.26 0.307
H 0.98 -3.89 9.06 0.219
H 1.56 -0.70 8.23 0.355
H 0.59 -0.02 5.70 0.611
H 4.17 -5.13 2.39 0.350
H 3.57 -3.75 1.35 0.301
H 6.49 -4.37 2.22 0.443
H 6.09 -2.94 1.20 0.417
H 7.03 -2.73 2.72 0.426
H 5.38 -4.62 4.58 0.317
H 5.83 -2.90 5.02 0.314
H 5.01 -0.97 3.54 0.286
H 4.18 -1.30 1.96 0.369

| no. | E (eV) |
| --- | --- |
| 1 | -107022.4152 |
| 2 | -9178.5728 |
| 3 | -10898.8721 |
| 4 | -34817.4261 |
| 5 | -137256.6145 |
| 6 | -102869.5924 |